C16H43BFN8O6P2 | ωB97M-V/def2-TZVPD

Properties
LUMO: 2.23 eV

Structure (ORCA input):
```
! wB97M-V def2-TZVPD RIJCOSX def2/J DEFGRID3
* xyz -1 1
N 6.23 -5.00 1.29
B 5.79 -4.58 -0.03
O 6.76 -4.37 -1.02
N 4.38 -4.38 -0.40
C 3.83 -5.73 -0.75
C 2.42 -5.96 -0.14
O 1.45 -5.60 -0.85
O 2.40 -6.47 0.99
C 3.60 -3.72 0.64
C 4.22 -2.38 0.98
O 4.89 -2.07 1.90
F 3.84 -1.46 0.06
H 6.44 -4.25 1.92
H 5.60 -5.67 1.71
H 6.94 -3.43 -1.12
H 3.80 -5.82 -1.83
H 4.50 -6.52 -0.39
H 2.60 -3.47 0.29
H 3.56 -4.27 1.58
O -1.40 0.13 -0.77
P -1.09 -1.17 -1.46
N -2.65 -1.88 -1.56
C -2.90 -3.30 -1.72
C -3.57 -1.12 -2.40
N -0.15 -1.93 -0.22
C -0.68 -3.03 0.57
C 0.52 -1.01 0.69
N -0.35 -2.13 -2.73
C 0.88 -2.91 -2.48
C -0.11 -1.27 -3.92
H -2.67 -3.67 -2.73
H -3.96 -3.49 -1.54
H -2.37 -3.91 -1.01
H -3.34 -1.24 -3.47
H -3.52 -0.06 -2.16
H -4.59 -1.45 -2.24
H -1.63 -2.77 1.07
H 0.04 -3.32 1.33
H -0.82 -3.93 -0.03
H -0.14 -0.64 1.48
H 0.94 -0.15 0.17
H 1.35 -1.54 1.16
H 1.67 -2.35 -1.99
H 1.27 -3.25 -3.45
H 0.68 -3.81 -1.91
H 0.68 -0.53 -3.74
H -1.02 -0.72 -4.18
H 0.16 -1.87 -4.78
O -0.69 5.69 3.15
P -1.27 5.14 1.89
N -1.74 6.57 1.07
C -2.74 6.63 0.02
C -0.61 7.42 0.72
N -2.66 4.32 2.57
C -4.00 4.86 2.40
C -2.48 3.94 3.97
N -1.22 4.11 0.48
C -1.98 2.86 0.40
C 0.19 3.79 0.16
H -2.40 6.21 -0.93
H -2.99 7.68 -0.16
H -3.67 6.16 0.30
H -0.03 7.02 -0.13
H 0.07 7.54 1.57
H -0.95 8.42 0.43
H -4.09 5.89 2.75
H -4.71 4.24 2.96
H -4.33 4.79 1.37
H -2.66 4.77 4.65
H -1.49 3.55 4.15
H -3.20 3.15 4.21
H -1.86 2.22 1.27
H -1.65 2.29 -0.47
H -3.04 3.05 0.23
H 0.64 3.12 0.90
H 0.79 4.71 0.13
H 0.27 3.32 -0.82
*
```

Results of the Mulliken charge analysis, in e, for atoms 1 through 4: number 1, N, carries -0.545; number 2, B, carries 0.321; number 3, O, carries -0.621; number 4, N, carries -0.011